# 1
Entry from OMol25: a 2-piece molecular cluster, CH4IP overall in a non-equilibrium geometry (ωB97M-V/def2-TZVPD).

The geometry in XYZ format:
```
7
Properties=species:S:1:pos:R:3:nbo_charge:R:1
C -0.73030 -0.34582 -0.22218 -0.691
P 0.99334 -0.05887 -0.09373 0.357
I 4.86529 0.00861 -0.05069 -0.084
H -1.01748 -1.13375 0.40242 0.193
H -1.24961 -0.12886 -1.24044 0.218
H 1.00273 1.34187 -0.38576 0.001
H 1.12166 -0.11348 1.36913 0.006
```

HOMO (spin up / spin down) in eV: -10.0 / -8.1
F_max in eV Å⁻¹: 2.923
LUMO energy (spin up / spin down) in eV: -0.51 / -3.05
ΔE to the lowest compared entry with this formula, charge and spin in kJ/mol: 336.1
Charge: 0

---

# 2
Entry from OMol25: one molecule with the formula CH4N2 in a non-equilibrium geometry (ωB97M-V/def2-TZVPD).

The geometry in XYZ format:
```
7
Properties=species:S:1:pos:R:3:nbo_charge:R:1
C -0.30880 0.34188 0.02889 0.246
H 1.48265 0.55346 -0.59811 0.378
H 1.13231 -0.66590 0.89408 0.405
H -0.28052 1.41971 0.15997 0.142
H -1.38445 -1.09718 -0.36828 0.325
N 0.87995 -0.36122 -0.09837 -0.865
N -1.52115 -0.19074 -0.01817 -0.629
```

HOMO in eV: -10.0
F_max in eV Å⁻¹: 5.378
LUMO energy in eV: 0.71
ΔE to the lowest compared entry with this formula, charge and spin in kJ/mol: 245.4
Charge: 0
SMILES string: [H]/N=C\N

---

# 3
Entry from OMol25: one molecule with the formula CH4N2O in a non-equilibrium geometry (ωB97M-V/def2-TZVPD).

The geometry in XYZ format:
```
8
Properties=species:S:1:pos:R:3:nbo_charge:R:1
C 1.17131 0.31940 0.29207 0.025
N 0.24126 -0.68049 0.63256 0.001
N -1.19226 -0.52479 0.08709 -0.694
O 1.09139 -0.81935 -0.50434 -0.385
H 0.70328 1.09852 -0.28612 0.167
H 1.85756 0.53639 1.08679 0.190
H -1.18239 -0.12602 -0.83450 0.335
H -1.68108 -1.38514 -0.05911 0.361
```

HOMO in eV: -9.7
F_max in eV Å⁻¹: 4.551
LUMO energy in eV: 1.17
ΔE to the lowest compared entry with this formula, charge and spin in kJ/mol: 487.2
Charge: 0
SMILES string: NN1CO1

---

# 4
Entry from OMol25: one molecule with the formula CH4N2O in a non-equilibrium geometry (ωB97M-V/def2-TZVPD).

The geometry in XYZ format:
```
8
Properties=species:S:1:pos:R:3:nbo_charge:R:1
C 0.69795 -0.16692 -0.21442 0.239
H -1.41007 -0.81369 1.34620 0.471
H -0.73338 0.95323 -0.72665 0.385
H 0.70871 -1.27476 -0.10477 0.131
H 2.55201 -0.08482 -0.59404 0.351
N -0.58013 0.31301 0.05983 -0.360
N 1.70832 0.56407 -0.44845 -0.683
O -1.65029 -0.48976 0.51076 -0.535
```

HOMO in eV: -9.2
F_max in eV Å⁻¹: 3.361
LUMO energy in eV: 0.92
ΔE to the lowest compared entry with this formula, charge and spin in kJ/mol: 354.2
Charge: 0
SMILES string: [H]/N=C/NO

---

# 5
Entry from OMol25: a 2-piece molecular cluster, CH4N2O overall (ωB97M-V/def2-TZVPD).

The geometry in XYZ format:
```
8
Properties=species:S:1:pos:R:3:nbo_charge:R:1
C -1.20203 -0.05625 0.08490 -0.254
O 0.17647 -0.04685 -0.13721 -0.710
N 2.39306 0.10672 -0.18094 -0.243
N 1.81920 0.46905 0.74074 0.258
H 1.59012 -0.26336 -0.87705 0.436
H -1.69201 -0.48565 -0.80059 0.187
H -1.60615 0.95539 0.22406 0.163
H -1.47867 -0.67905 0.94610 0.163
```

HOMO (spin up / spin down) in eV: -9.8 / -9.8
F_max in eV Å⁻¹: 0.807
LUMO energy (spin up / spin down) in eV: -0.13 / -0.13
ΔE to the lowest compared entry with this formula, charge and spin in kJ/mol: 456.1
Charge: 0

---

# 6
Entry from OMol25: CH4N2O as an isolated structure in a non-equilibrium geometry (ωB97M-V/def2-TZVPD).

The geometry in XYZ format:
```
8
Properties=species:S:1:pos:R:3:nbo_charge:R:1
C 0.83764 -0.43214 -0.35878 0.420
N 1.73074 -1.03853 0.18018 -0.614
N -1.35708 0.82553 0.12460 -0.558
O -0.29638 0.38268 0.89736 -0.504
H 0.38569 -0.08016 -1.26303 0.196
H 2.47270 -1.54199 -0.28559 0.394
H -1.64650 1.72509 0.50074 0.341
H -2.12682 0.15950 0.20452 0.325
```

HOMO in eV: -8.5
F_max in eV Å⁻¹: 4.409
LUMO energy in eV: 1.03
ΔE to the lowest compared entry with this formula, charge and spin in kJ/mol: 475.4
Charge: 0